1.
Molecular formula: C32H32AsBeNO2PS4
Method: DFT, the ωB97M-V functional and the def2-TZVPD basis

Values from the calculation:
gap between HOMO and LUMO: 5.381 eV
max |F|: 0.221 eV/A
2S+1: 1
total charge: -1

CARTESIAN COORDINATES (ANGSTROEM)
Be -0.649 -0.383 0.266
S -5.367 -0.285 -0.616
As -3.847 -0.304 0.817
S -2.209 -1.702 0.199
S -2.954 1.779 0.423
S -4.328 -0.580 2.841
C 1.644 0.259 3.386
C 0.299 -0.461 3.418
C -0.094 -0.869 4.835
C -0.838 0.330 2.766
C -1.220 1.629 3.482
O -1.336 2.614 2.462
C -1.231 1.978 1.210
N -0.514 0.766 1.404
C -0.573 2.953 0.237
C -0.315 4.259 0.638
C 0.236 5.179 -0.242
C 0.538 4.810 -1.544
C 0.289 3.510 -1.952
C -0.267 2.580 -1.076
P -0.578 0.865 -1.607
C -1.994 0.872 -2.736
C -2.576 2.041 -3.214
C -3.668 1.972 -4.063
C -4.185 0.739 -4.439
C -3.615 -0.427 -3.954
C -2.526 -0.363 -3.098
C 0.863 0.570 -2.704
C 0.779 0.028 -3.980
C 1.933 -0.243 -4.707
C 3.181 0.027 -4.170
C 3.276 0.574 -2.894
C 2.127 0.839 -2.170
H 2.448 -0.407 3.711
H 1.644 1.124 4.055
H 1.855 0.621 2.378
H 0.394 -1.384 2.837
H -0.182 0.010 5.481
H 0.654 -1.532 5.277
H -1.057 -1.382 4.836
H -1.718 -0.324 2.786
H -0.459 1.973 4.190
H -2.175 1.519 4.002
H -0.559 4.543 1.651
H 0.423 6.192 0.093
H 0.962 5.526 -2.237
H 0.529 3.208 -2.965
H -2.197 3.003 -2.894
H -4.134 2.885 -4.411
H -5.054 0.690 -5.082
H -4.046 -1.388 -4.202
H -2.124 -1.269 -2.662
H -0.192 -0.180 -4.412
H 1.852 -0.662 -5.702
H 4.077 -0.181 -4.741
H 4.247 0.799 -2.470
H 2.194 1.284 -1.182
C 3.245 -1.433 0.310
C 1.846 -1.939 0.530
O 0.906 -1.236 0.193
C 1.647 -3.262 1.171
C 2.735 -4.087 1.460
C 2.537 -5.318 2.061
C 1.249 -5.729 2.385
C 0.163 -4.913 2.102
C 0.358 -3.683 1.495
H 3.199 -0.395 -0.002
H 3.735 -2.020 -0.469
H 3.831 -1.519 1.225
H 3.740 -3.774 1.212
H 3.384 -5.956 2.278
H 1.095 -6.689 2.861
H -0.842 -5.225 2.354
H -0.493 -3.046 1.276

Cartesian forces, eV/Å:
Be 0.0 0.0 -0.1
S 0.0 0.0 -0.1
As 0.0 0.1 0.0
S 0.0 0.0 0.0
S 0.0 -0.1 0.0
S 0.0 0.0 0.1
C 0.0 0.0 0.0
C 0.1 0.0 0.0
C 0.0 0.0 0.0
C 0.0 0.1 0.0
C 0.0 0.0 0.1
O 0.0 -0.1 -0.1
C 0.0 0.1 0.1
N -0.1 -0.1 0.1
C -0.1 0.0 0.0
C 0.0 0.0 0.0
C 0.0 0.0 0.0
C 0.0 0.0 0.0
C 0.0 0.0 0.0
C 0.0 0.0 -0.1
P -0.1 0.1 0.0
C 0.0 -0.1 0.0
C 0.0 0.0 0.0
C 0.0 0.0 0.0
C 0.0 0.0 0.0
C 0.0 0.0 0.0
C 0.0 0.0 0.0
C 0.1 0.1 0.2
C 0.0 0.0 0.0
C 0.0 0.0 0.0
C 0.0 0.0 0.0
C 0.0 0.0 0.0
C 0.0 0.0 -0.1
H 0.0 0.0 0.0
H 0.0 0.0 0.0
H 0.0 0.0 0.0
H 0.0 0.0 0.0
H 0.0 0.0 0.0
H 0.0 0.0 0.0
H 0.0 0.0 0.0
H 0.0 0.0 0.0
H 0.0 0.0 0.0
H 0.0 0.0 0.0
H 0.0 0.0 0.0
H 0.0 0.0 0.0
H 0.0 0.0 0.0
H 0.0 0.0 0.0
H 0.0 0.0 0.0
H 0.0 0.0 0.0
H 0.0 0.0 0.0
H 0.0 0.0 0.0
H 0.0 0.0 0.0
H 0.0 0.0 0.0
H 0.0 0.0 0.0
H 0.0 0.0 0.0
H 0.0 0.0 0.0
H 0.0 0.0 0.0
C 0.0 0.0 0.0
C 0.0 0.0 0.1
O 0.0 0.0 0.0
C 0.0 0.0 0.0
C 0.0 0.0 0.0
C 0.0 0.0 0.0
C 0.0 0.0 0.0
C 0.0 0.0 0.0
C 0.0 0.0 0.0
H 0.0 0.0 0.0
H 0.0 0.0 0.0
H 0.0 0.0 0.0
H 0.0 0.0 0.0
H 0.0 0.0 0.0
H 0.0 0.0 0.0
H 0.0 0.0 0.0
H 0.0 0.0 0.0

Results of the Löwdin charge analysis, in e, for atoms 1 through 4: atom 1 (Be): -0.255, atom 2 (S): -0.122, atom 3 (As): -0.350, atom 4 (S): 0.239

---

2.
Molecular formula: C32H32AuN5O2
Method: DFT, the ωB97M-V functional and the def2-TZVPD basis

Values from the calculation:
gap between HOMO and LUMO: 6.675 eV
max |F|: 0.522 eV/A
2S+1: 1
total charge: +2

CARTESIAN COORDINATES (ANGSTROEM)
Au -0.053 -0.274 0.160
O -1.039 -1.181 3.983
C -0.984 -1.003 2.805
N 0.126 -0.525 2.091
C 1.388 -0.286 2.655
O 1.700 -0.443 3.795
C 2.345 0.200 1.602
C 3.598 0.669 1.925
C 4.432 1.096 0.902
C 3.992 1.009 -0.412
C 2.724 0.531 -0.671
N 1.917 0.148 0.327
C -2.136 -1.265 1.878
C -3.315 -1.815 2.331
C -4.336 -2.039 1.421
C -4.148 -1.682 0.091
C -2.946 -1.126 -0.294
N -1.959 -0.934 0.589
H 3.886 0.681 2.968
H 5.418 1.481 1.124
H 4.624 1.302 -1.238
H 2.349 0.415 -1.674
H -3.396 -2.056 3.383
H -5.268 -2.484 1.741
H -4.925 -1.830 -0.646
H -2.761 -0.825 -1.314
C 1.628 1.265 -3.762
C 1.410 -0.230 -3.671
C 2.196 -1.039 -4.484
C 2.063 -2.414 -4.472
C 1.144 -3.009 -3.626
C 0.344 -2.254 -2.778
C -0.654 -2.970 -1.908
C 0.478 -0.860 -2.820
N -0.274 -0.008 -1.911
C -1.068 0.902 -2.373
C -1.609 0.889 -3.761
C -1.517 2.050 -1.478
C -2.059 3.285 -2.131
N -1.349 1.876 -0.242
C -1.676 2.846 0.771
C -2.986 2.953 1.236
C -4.140 2.269 0.552
C -3.216 3.786 2.328
C -2.186 4.502 2.914
C -0.906 4.421 2.389
C -0.629 3.591 1.311
C 0.762 3.522 0.733
H 2.670 1.468 -4.006
H 1.386 1.807 -2.846
H 1.038 1.706 -4.564
H 2.916 -0.573 -5.145
H 2.678 -3.025 -5.119
H 1.043 -4.087 -3.614
H -0.527 -4.045 -2.007
H -1.679 -2.735 -2.198
H -0.535 -2.736 -0.849
H -1.329 -0.008 -4.306
H -1.290 1.767 -4.322
H -2.698 0.953 -3.693
H -1.378 3.645 -2.905
H -2.194 4.062 -1.383
H -3.020 3.091 -2.611
H -3.907 1.245 0.264
H -4.426 2.807 -0.356
H -5.015 2.248 1.200
H -4.225 3.880 2.709
H -2.383 5.135 3.768
H -0.108 5.017 2.814
H 1.359 4.362 1.082
H 0.754 3.553 -0.359
H 1.281 2.607 1.033

Cartesian forces, eV/Å:
Au 0.0 -0.1 0.2
O 0.0 0.0 -0.1
C 0.2 0.1 0.0
N 0.1 -0.2 0.4
C -0.1 0.0 0.0
O 0.0 0.1 0.0
C 0.0 0.0 0.0
C 0.0 -0.1 0.0
C 0.0 0.0 -0.1
C 0.1 0.0 0.0
C 0.0 -0.1 0.2
N 0.3 0.3 -0.3
C -0.1 0.0 0.0
C 0.0 0.1 0.0
C 0.0 0.0 0.0
C 0.0 0.0 0.0
C 0.0 0.0 0.1
N -0.1 -0.2 -0.3
H 0.0 0.0 0.0
H 0.0 0.0 0.0
H 0.0 0.0 0.0
H 0.0 0.0 0.1
H 0.0 0.0 0.0
H 0.0 0.0 0.0
H 0.0 0.0 0.0
H 0.0 0.0 0.0
C -0.1 0.0 0.0
C -0.1 0.0 0.0
C 0.0 0.0 0.0
C 0.0 0.0 0.0
C 0.0 0.0 0.0
C 0.0 0.0 0.0
C 0.0 0.1 0.0
C 0.1 0.2 0.0
N -0.2 -0.1 -0.2
C 0.1 0.0 0.0
C 0.2 0.0 0.0
C -0.1 -0.1 -0.1
C 0.0 0.0 0.0
N 0.0 0.3 0.4
C 0.0 -0.2 -0.3
C -0.1 0.1 0.0
C 0.1 0.0 0.0
C 0.0 0.0 0.0
C 0.0 0.0 0.0
C 0.0 0.0 0.0
C 0.1 0.0 0.1
C 0.0 0.0 0.0
H 0.0 0.0 0.0
H 0.0 0.0 0.0
H -0.1 0.0 -0.1
H 0.0 0.0 0.0
H 0.0 0.0 0.0
H 0.0 0.0 0.0
H 0.0 0.0 0.0
H 0.0 0.0 0.0
H 0.0 0.0 0.0
H 0.0 0.0 0.0
H 0.0 0.0 0.0
H 0.0 0.0 0.0
H 0.0 0.0 0.0
H 0.0 0.0 0.0
H 0.0 0.0 0.0
H 0.0 -0.1 0.0
H 0.0 0.0 0.0
H 0.0 0.0 0.0
H 0.0 0.0 0.0
H 0.0 0.0 0.0
H 0.0 0.0 0.0
H 0.0 0.0 0.0
H 0.0 0.0 0.0
H 0.0 0.0 0.0

Results of the Löwdin charge analysis, in e, for atoms 1 through 4: atom 1 (Au): 1.408, atom 2 (O): 0.193, atom 3 (C): -0.400, atom 4 (N): -0.007

---

3.
Molecular formula: C32H32BFeN3O5S2Se2
Method: DFT, the ωB97M-V functional and the def2-TZVPD basis

Values from the calculation:
gap between HOMO and LUMO (spin up / spin down): 6.418 / 6.161 eV
max |F|: 1.292 eV/A
2S+1: 6
total charge: -1
⟨S²⟩: 8.81

CARTESIAN COORDINATES (ANGSTROEM)
Fe -0.784 -0.669 0.499
Se -1.313 -3.355 0.548
Se -3.368 -0.412 -0.742
C -3.601 0.068 1.051
C -4.785 0.646 1.537
C -4.857 1.012 2.862
C -3.762 0.784 3.697
C -2.639 0.203 3.150
N -2.548 -0.138 1.861
C -0.582 -3.078 -1.147
C -0.545 -4.041 -2.168
C 0.076 -3.736 -3.358
C 0.680 -2.487 -3.518
C 0.597 -1.593 -2.472
N -0.032 -1.863 -1.328
H -5.604 0.805 0.851
H -5.759 1.468 3.254
H -3.781 1.054 4.744
H -1.768 -0.008 3.759
H -1.003 -5.004 -1.999
H 0.117 -4.460 -4.163
H 1.195 -2.226 -4.432
H 1.067 -0.618 -2.524
C 2.713 -0.555 -0.236
C 4.090 -0.749 -0.179
C 4.997 0.267 -0.589
C 6.357 0.066 -0.551
C 6.883 -1.153 -0.120
C 6.016 -2.167 0.285
C 4.653 -1.975 0.270
H 2.299 0.345 -0.661
H 2.028 -1.318 0.103
H 4.586 1.212 -0.926
H 7.029 0.859 -0.857
H 7.954 -1.311 -0.104
H 6.419 -3.118 0.611
H 3.983 -2.767 0.584
O 3.433 4.980 6.889
C 2.191 4.921 6.343
O 1.357 5.694 6.735
C 1.957 3.904 5.292
C 0.680 3.838 4.729
C 0.397 2.973 3.693
C 1.398 2.146 3.167
S 1.172 1.182 1.732
C 2.663 2.166 3.771
C 2.939 3.035 4.805
H 4.006 4.314 6.498
H -0.077 4.505 5.119
H -0.591 2.948 3.254
H 3.429 1.509 3.381
H 3.946 3.024 5.211
S -2.177 3.170 0.721
C -1.332 2.279 -0.227
N -0.621 1.630 -0.950
C 0.258 3.571 -5.234
C 0.502 2.360 -4.348
C 0.362 1.082 -5.171
O -0.507 2.315 -3.319
B 0.093 1.892 -2.168
O 1.454 1.793 -2.273
C 1.833 2.407 -3.521
C 3.000 1.642 -4.123
C 2.260 3.836 -3.185
H -0.669 3.422 -5.787
H 1.080 3.692 -5.941
H 0.156 4.475 -4.638
H -0.665 1.008 -5.528
H 0.563 0.209 -4.553
H 1.041 1.080 -6.024
H 2.798 0.573 -4.165
H 3.882 1.790 -3.500
H 3.215 2.008 -5.128
H 1.423 4.386 -2.753
H 2.625 4.358 -4.069
H 3.052 3.794 -2.438
O 0.272 -1.177 3.393
C 0.339 -0.981 2.262

Cartesian forces, eV/Å:
Fe -1.0 -0.7 -0.3
Se -0.1 0.1 0.1
Se 0.4 0.1 0.0
C 0.0 -0.1 -0.4
C 0.0 0.0 0.3
C 0.0 -0.1 -0.1
C 0.0 0.0 0.0
C 0.0 0.0 0.1
N 0.4 0.2 -0.1
C 0.1 0.0 0.4
C 0.0 0.1 -0.2
C 0.0 0.0 0.1
C 0.0 0.0 0.0
C 0.0 0.1 -0.1
N -0.1 0.3 0.2
H 0.0 0.0 0.0
H 0.0 0.0 0.0
H 0.0 0.0 0.0
H 0.0 0.1 0.0
H 0.0 0.0 0.0
H 0.0 0.0 0.0
H 0.0 0.0 0.0
H 0.0 0.0 -0.1
C -0.1 -0.2 -0.2
C 0.4 -0.1 0.0
C -0.2 0.0 0.0
C 0.1 0.0 0.0
C 0.0 0.0 0.0
C 0.1 0.0 0.0
C -0.1 0.1 0.0
H 0.0 0.1 0.0
H 0.1 -0.1 0.0
H 0.0 0.0 0.0
H 0.0 0.0 0.0
H 0.0 0.0 0.0
H 0.0 0.0 0.0
H 0.0 0.0 0.0
O 0.1 0.1 0.1
C -0.1 0.0 0.1
O 0.0 0.0 0.0
C 0.0 -0.1 -0.2
C 0.0 0.1 0.1
C 0.0 0.0 0.1
C -0.2 -0.1 -0.3
S 0.2 0.6 -0.1
C 0.0 0.0 0.0
C -0.1 0.1 0.1
H 0.0 -0.1 -0.1
H 0.0 0.0 0.0
H 0.0 0.0 0.0
H 0.0 0.0 0.0
H 0.0 0.0 0.0
S -0.2 0.0 0.2
C 0.4 0.2 -0.5
N -0.1 0.0 0.2
C 0.0 -0.1 0.2
C 0.2 -0.2 -0.2
C 0.0 0.1 0.2
O -0.2 0.1 0.0
B 0.0 0.2 -0.1
O 0.1 -0.2 0.1
C 0.0 0.3 -0.2
C -0.1 0.0 0.1
C -0.1 -0.2 0.1
H 0.0 0.0 0.0
H 0.0 0.0 0.0
H 0.0 0.0 0.0
H 0.0 0.0 0.0
H 0.0 -0.1 0.0
H 0.0 0.0 0.0
H 0.0 0.0 0.0
H 0.0 0.0 0.0
H 0.0 0.0 0.0
H 0.0 0.1 0.0
H 0.0 0.0 0.0
H 0.0 0.0 0.0
O 0.4 -0.1 -0.6
C -0.5 -0.5 1.0

Results of the Löwdin charge analysis, in e, for atoms 1 through 4: atom 1 (Fe): 0.404, atom 2 (Se): 0.587, atom 3 (Se): 0.560, atom 4 (C): -0.814

---

We obtain energy relative to the best compared isomer or geometry (same formula, charge and spin) values of 22.2; 0.0; 0.0 kJ/mol for the records listed above, in that order.